# 1
Entry from the OMol25 dataset: a gas-phase ion, C25H37N6O3 (charge +1) at a distorted geometry (wB97M-V/def2-TZVPD).

Calculated values
Total charge: +1
LUMO in eV: -3.091
Energy above the lowest of the compared OMol25 structures with the same formula, charge and spin in kcal per mole: 2.2
HOMO in eV: -10.9
2S+1: 1
SMILES string: CCCCCCCC[n+]1cccc(C(=O)N2c3c(nc(NC(=O)C(C)C)[nH]c3=O)NC[C@@H]2C)c1

Geometry (Å):
C1 4.3004 0.6622 4.2441
H1 5.2223 0.1155 4.0641
H2 4.2543 0.9173 5.3004
C2 3.0971 -0.1819 3.8427
C3 3.0390 -1.4845 4.6382
C4 1.8508 -2.3706 4.2608
C5 0.5215 -1.8350 4.7922
C6 -0.6482 -2.8078 4.6152
C7 -0.9739 -3.2145 3.1760
H3 -0.0658 -3.5402 2.6703
H4 -1.6498 -4.0703 3.2098
C8 -1.6845 -2.1362 2.3511
N1 -0.8318 -1.0069 2.0234
C9 0.1853 -1.1928 1.1828
C10 1.0324 -0.1440 0.8353
C11 0.7868 1.1176 1.3378
C12 -0.2993 1.2935 2.1976
C13 -1.0909 0.2170 2.5124
H5 -1.9430 0.3152 3.1682
H6 -0.5229 2.2633 2.6110
H7 1.4217 1.9499 1.0775
C14 2.1669 -0.4533 -0.1046
O1 3.1959 -0.9495 0.3015
N2 1.9299 -0.1459 -1.3969
C15 0.7408 0.4235 -1.9090
C16 0.8870 1.3757 -2.9284
N3 2.0949 1.7480 -3.3702
H8 2.1210 2.4146 -4.1248
C17 3.3159 1.1542 -2.8832
H9 4.0447 1.1104 -3.6940
C18 3.0230 -0.2581 -2.3591
C19 2.6739 -1.2344 -3.4762
H10 3.5377 -1.3807 -4.1181
H11 2.3941 -2.1956 -3.0532
H12 1.8478 -0.8676 -4.0809
H13 3.8870 -0.6290 -1.8002
H14 3.7372 1.7638 -2.0737
N4 -0.1704 1.9589 -3.5420
C20 -1.3609 1.5849 -3.1786
N5 -1.5847 0.6513 -2.2353
C21 -0.5639 -0.0402 -1.5833
O2 -0.8901 -0.9448 -0.8072
H15 -2.5584 0.3819 -2.0578
N6 -2.4295 2.1744 -3.8065
C22 -3.7705 1.8990 -3.5921
O3 -4.1290 1.1025 -2.7558
C23 -4.6929 2.6525 -4.5211
C24 -4.6859 1.9282 -5.8746
H16 -5.0571 0.9131 -5.7567
H17 -5.3361 2.4515 -6.5699
H18 -3.6863 1.8865 -6.3019
C25 -6.1025 2.7058 -3.9397
H19 -6.1080 3.2498 -2.9986
H20 -6.4682 1.6995 -3.7547
H21 -6.7743 3.2023 -4.6336
H22 -4.3098 3.6692 -4.6570
H23 -2.1684 2.8527 -4.5103
H24 0.3713 -2.1953 0.8309
H25 -2.0248 -2.5678 1.4058
H26 -2.5530 -1.7697 2.9010
H27 -1.5414 -2.3792 5.0761
H28 -0.4096 -3.7195 5.1658
H29 0.2961 -0.8715 4.3334
H30 0.6328 -1.6555 5.8638
H31 1.8256 -2.4606 3.1721
H32 2.0099 -3.3682 4.6752
H33 3.0000 -1.2595 5.7061
H34 3.9603 -2.0389 4.4517
H35 3.1639 -0.4185 2.7783
H36 2.1840 0.3976 4.0075
H37 4.3326 1.5848 3.6691

Calculated atomic charges, method Löwdin, unit e:
1 C -0.103
2 H 0.076
3 H 0.075
4 C -0.273
5 C -0.211
6 C -0.204
7 C -0.205
8 C -0.190
9 C -0.163
10 H 0.105
11 H 0.123
12 C -0.103
13 N -0.029
14 C 0.010
15 C -0.094
16 C 0.043
17 C 0.002
18 C -0.015
19 H 0.147
20 H 0.123
21 H 0.141
22 C -0.394
23 O 0.104
24 N 0.060
25 C -0.064
26 C -0.254
27 N 0.091
28 H 0.153
29 C -0.104
30 H 0.135
31 C -0.281
32 C -0.012
33 H 0.089
34 H 0.092
35 H 0.082
36 H 0.149
37 H 0.131
38 N 0.191
39 C -0.315
40 N 0.229
41 C -0.352
42 O 0.041
43 H 0.143
44 N 0.187
45 C -0.409
46 O 0.101
47 C -0.344
48 C -0.046
49 H 0.094
50 H 0.088
51 H 0.077
52 C -0.054
53 H 0.086
54 H 0.087
55 H 0.086
56 H 0.144
57 H 0.160
58 H 0.166
59 H 0.141
60 H 0.135
61 H 0.113
62 H 0.117
63 H 0.082
64 H 0.121
65 H 0.097
66 H 0.120
67 H 0.116
68 H 0.117
69 H 0.085
70 H 0.095
71 H 0.067

# 2
Entry from the OMol25 dataset: a molecular structure, C3H4ClN3O at a distorted geometry (wB97M-V/def2-TZVPD).

Calculated values
LUMO in eV: 0.483
Energy above the lowest of the compared OMol25 structures with the same formula, charge and spin in kcal per mole: 71.4
HOMO in eV: -8.3
2S+1: 1

Geometry (Å):
C1 -0.8319 -0.2955 0.0666
C2 0.9043 1.0242 -0.0327
C3 1.3922 -0.1895 0.1598
H1 -2.9049 -0.3114 -0.7202
H2 -2.4771 -1.3648 0.5985
H3 1.0683 3.0481 0.4834
H4 0.4035 -2.0346 0.1060
N1 -2.0768 -0.9905 -0.2716
N2 -0.4769 0.9480 -0.0748
N3 0.3950 -0.9654 0.0326
O1 1.6154 2.1622 -0.2039
Cl1 2.9890 -1.0309 -0.1436

Calculated atomic charges, method Löwdin, unit e:
1 C -0.393
2 C -0.472
3 C -0.619
4 H 0.167
5 H 0.060
6 H 0.282
7 H 0.189
8 N 0.056
9 N 0.151
10 N 0.017
11 O -0.038
12 Cl 0.601

# 3
Entry from the OMol25 dataset: 2 unconnected molecules or ions with the total composition C2H8FP3 at a distorted geometry (wB97M-V/def2-TZVPD).

Calculated values
LUMO (spin up / spin down) in eV: -1.001 / -0.903
Energy above the lowest of the compared OMol25 structures with the same formula, charge and spin in kcal per mole: 69.9
HOMO (spin up / spin down) in eV: -8.6 / -8.3
2S+1: 1

Geometry (Å):
C1 0.7882 1.5137 0.3599
C2 1.0160 0.0714 0.4636
F1 -0.5236 1.8223 0.7068
P1 2.0022 -0.9143 -0.7508
P2 -1.5876 -0.4920 -0.7206
P3 -1.7306 -1.2786 1.1625
H1 1.4378 2.1146 1.1047
H2 0.9504 2.0159 -0.6063
H3 1.0192 -0.3966 1.4867
H4 0.8933 -1.8365 -1.0565
H5 1.5005 -0.1804 -1.9072
H6 -2.8930 -0.9872 -0.9814
H7 -2.3083 0.5412 -0.2899
H8 -0.5646 -1.9935 1.0286

Calculated atomic charges, method Löwdin, unit e:
1 C -0.350
2 C -0.551
3 F -0.138
4 P 0.741
5 P 0.388
6 P 0.448
7 H 0.136
8 H 0.106
9 H 0.043
10 H -0.127
11 H -0.097
12 H -0.151
13 H -0.191
14 H -0.258

# 4
Entry from the OMol25 dataset: a gas-phase ion, C6H6FN2O3S (charge -1) at a distorted geometry (wB97M-V/def2-TZVPD).

Calculated values
Total charge: -1
LUMO in eV: 3.193
Energy above the lowest of the compared OMol25 structures with the same formula, charge and spin in kcal per mole: 49.6
HOMO in eV: -4.3
2S+1: 1
SMILES string: CN1C#S(=O)N(CF)C(=O)C=C1[O-]

Geometry (Å):
C1 -0.7210 0.2722 -1.2718
C2 0.6308 0.0478 -1.7227
C3 -1.6342 0.3069 -0.2248
C4 -0.3596 -0.0389 1.9591
C5 -2.6430 -0.4524 1.8864
C6 3.0057 -0.0909 -1.0270
N1 1.6981 0.3642 -0.8944
N2 -1.4008 -0.0896 1.2005
O1 0.8560 -0.2778 -2.8880
O2 -2.8193 0.6274 -0.4145
O3 2.2836 0.6002 1.6799
F1 3.1435 -1.4777 -1.0182
S1 1.0791 0.8341 0.8744
H1 -1.3034 0.4649 -2.1739
H2 -3.4109 -0.6279 1.1349
H3 -2.4672 -1.3369 2.4939
H4 -2.9684 0.3642 2.5316
H5 3.5762 0.2612 -0.1549
H6 3.4548 0.2488 -1.9705

Calculated atomic charges, method Löwdin, unit e:
1 C -0.028
2 C -0.563
3 C -0.486
4 C -0.069
5 C -0.074
6 C -0.272
7 N -0.151
8 N -0.212
9 O 0.010
10 O -0.048
11 O -0.592
12 F -0.053
13 S 0.948
14 H 0.111
15 H 0.080
16 H 0.078
17 H 0.088
18 H 0.104
19 H 0.129

# 5
Entry from the OMol25 dataset: a molecular structure, C10H17Br2F4IP (wB97M-V/def2-TZVPD).

Calculated values
Total charge: +1
LUMO in eV: -3.452
HOMO in eV: -13.3
2S+1: 1

Geometry (Å):
C1 -2.3210 1.9265 -0.8999
C2 -0.8703 2.4110 -0.9425
C3 0.0384 1.5756 -1.8267
F1 -0.5718 1.3526 -3.0470
P1 0.4540 -0.0938 -1.1483
C4 -0.2477 -0.4880 0.4747
C5 -0.7025 -1.9728 0.4917
C6 -1.5069 -2.3168 1.7351
F2 -0.7686 -2.1014 2.8579
Br1 -1.8814 -4.2380 1.5913
C7 -2.8225 -1.4763 1.8372
F3 -3.3464 -1.3344 0.5949
F4 -2.4716 -0.2410 2.2817
Br2 -4.1773 -2.1374 3.0556
C8 2.2333 -0.3652 -1.0776
I1 2.8979 -0.5824 -3.1081
C9 2.9872 0.7399 -0.2974
C10 3.5522 0.2072 1.0196
H1 -2.8187 2.1307 -1.8415
H2 -2.4230 0.8599 -0.7069
H3 -2.8409 2.4590 -0.1084
H4 -0.4351 2.5389 0.0494
H5 -0.8777 3.4057 -1.3906
H6 0.9753 2.1071 -2.0049
H7 -0.0628 -1.0147 -2.0613
H8 -1.0321 0.1976 0.7674
H9 0.5632 -0.3686 1.1949
H10 -1.3207 -2.1763 -0.3790
H11 0.1728 -2.6154 0.4372
H12 2.3814 -1.3278 -0.5906
H13 2.3386 1.5975 -0.1113
H14 3.8200 1.0766 -0.9078
H15 4.3257 -0.5330 0.8357
H16 3.9812 1.0333 1.5807
H17 2.7776 -0.2356 1.6448

Calculated atomic charges, method Löwdin, unit e:
1 C -0.074
2 C -0.215
3 C -0.430
4 F -0.028
5 P 1.037
6 C -0.253
7 C -0.243
8 C -0.821
9 F 0.022
10 Br 0.831
11 C -0.918
12 F 0.039
13 F 0.024
14 Br 0.844
15 C -0.887
16 I 0.941
17 C -0.335
18 C -0.084
19 H 0.087
20 H 0.054
21 H 0.092
22 H 0.119
23 H 0.128
24 H 0.126
25 H 0.069
26 H 0.071
27 H 0.098
28 H 0.105
29 H 0.115
30 H 0.060
31 H 0.098
32 H 0.083
33 H 0.090
34 H 0.088
35 H 0.068

# 6
Entry from the OMol25 dataset: 2 unconnected molecules or ions with the total composition C4H11NO at a distorted geometry (wB97M-V/def2-TZVPD).

Calculated values
Total charge: -1
LUMO (spin up / spin down) in eV: 3.924 / 3.755
Energy above the lowest of the compared OMol25 structures with the same formula, charge and spin in kcal per mole: 24.5
<S²>: 0.75
HOMO (spin up / spin down) in eV: 1.1 / -5.7
2S+1: 2

Geometry (Å):
N1 1.2388 -1.1038 1.8072
C1 1.3827 -0.6951 0.2922
C2 -1.4874 2.0110 0.2075
C3 -0.5020 0.9353 0.6973
C4 0.4605 0.4147 -0.1209
H1 1.3824 -0.2832 2.3797
H2 2.0289 -1.7220 2.0456
H3 2.4126 -0.4812 -0.0460
H4 1.0982 -1.5781 -0.2745
H5 -1.0356 2.9963 0.2698
H6 -2.4000 1.9763 0.7854
H7 -1.5442 1.7595 -0.8515
H8 -0.4660 0.7037 1.7474
H9 0.4761 0.5682 -1.2045
H10 -0.6512 -2.4612 -2.5549
H11 -1.6738 -1.4908 -2.8058
O1 -0.7199 -1.5496 -2.3741

Calculated atomic charges, method Löwdin, unit e:
1 N -0.026
2 C -0.317
3 C -0.138
4 C -0.178
5 C -0.173
6 H 0.023
7 H 0.040
8 H 0.088
9 H 0.057
10 H 0.053
11 H 0.052
12 H 0.049
13 H 0.066
14 H 0.073
15 H -0.126
16 H -0.038
17 O -0.504